The following is a quantum chemistry calculation of the molecule C5H15NOSi at a distorted geometry, from the OMol25 dataset.

Geometry as XYZ:
```
23
Properties=species:S:1:pos:R:3:nbo_charge:R:1
C -2.57 -1.26 0.29 -0.64
C 1.99 -1.70 0.05 -0.40
C 1.31 1.01 1.70 -1.16
C 0.86 2.04 -1.23 -1.19
C -2.37 0.29 0.06 -0.04
N 1.11 -0.84 -0.72 -1.09
O -1.13 0.74 0.61 -0.90
Si 0.43 0.71 0.03 2.01
H -3.68 -1.51 0.08 0.21
H -1.82 -1.84 -0.34 0.21
H -2.47 -1.39 1.38 0.21
H 1.52 -1.85 1.07 0.18
H 2.26 -2.63 -0.42 0.20
H 2.93 -1.13 0.19 0.18
H 1.28 2.07 2.22 0.26
H 0.97 0.24 2.40 0.24
H 2.42 0.64 1.56 0.23
H 0.46 3.06 -0.84 0.24
H 1.96 2.09 -1.55 0.26
H 0.15 1.98 -2.15 0.24
H -3.21 0.76 0.49 0.17
H -2.42 0.45 -0.93 0.15
H 0.59 -1.07 -1.58 0.39
```

Values from the calculation:
relative energy (zero: lowest compared OMol25 entry of this formula, charge and spin): 91.9 kJ/mol
multiplicity: 1
orbital gap: 9.4 eV
E_LUMO: 0.9 eV
HOMO level: -0.3156 Eh
molecular weight: 133.267 g mol⁻¹
total energy: -619.009828 hartree
SMILES: CCO[Si](C)(C)NC

---

The following is a quantum chemistry calculation of a cluster of 3 separate species, C5H15O3 in total at a distorted geometry, from the OMol25 dataset.

Geometry as XYZ:
```
23
Properties=species:S:1:pos:R:3:nbo_charge:R:1
C 0.88 -1.12 0.56 -0.04
O 0.35 -0.60 1.69 -1.00
C -0.06 -1.10 -0.68 -0.44
C -0.08 0.11 -1.65 -0.22
C 0.40 1.45 -1.09 -0.64
C -1.50 0.31 -2.19 -0.60
H 1.89 -0.77 0.29 0.10
H 0.96 -2.20 0.76 0.10
H -1.09 -1.17 -0.21 0.20
H 0.36 -1.97 -1.31 0.19
H 0.61 0.00 -2.51 0.17
H 0.03 1.66 -0.09 0.22
H 1.40 1.18 -0.70 0.22
H 0.32 2.35 -1.66 0.20
H -2.15 0.41 -1.33 0.20
H -1.98 -0.48 -2.71 0.19
H -1.56 1.20 -2.84 0.18
H -1.32 -0.93 2.35 0.49
H -1.44 0.44 2.01 0.47
O -1.62 -0.12 2.77 -0.98
H 1.84 -0.16 3.32 0.48
H 1.56 0.88 2.28 0.50
O 2.23 0.61 2.93 -1.00
```

Values from the calculation:
relative energy (zero: lowest compared OMol25 entry of this formula, charge and spin): 157.8 kJ/mol
multiplicity: 1
orbital gap: 7.1 eV
E_LUMO: 3.8 eV
HOMO level: -0.1231 Eh
molecular weight: 123.172 g mol⁻¹
total energy: -425.188998 hartree
total charge: -1

---

The following is a quantum chemistry calculation of a cluster of 2 separate species, C5H15OPSi in total at a distorted geometry, from the OMol25 dataset.

Geometry as XYZ:
```
23
Properties=species:S:1:pos:R:3:nbo_charge:R:1
C 2.38 1.70 -0.02 -1.11
C 2.01 -1.09 1.13 -1.12
C 1.80 -0.60 -1.89 -1.11
C -2.89 1.48 0.19 -1.07
C -2.88 -1.25 0.61 -1.04
O -0.23 0.39 -0.03 -1.28
Si 1.29 0.12 -0.17 1.88
P -3.05 -0.05 -0.77 1.19
H 2.27 2.31 -0.91 0.22
H 2.05 2.29 0.83 0.22
H 3.43 1.46 0.11 0.22
H 1.88 -0.69 2.13 0.22
H 1.50 -2.05 1.08 0.22
H 3.07 -1.27 0.98 0.22
H 1.42 0.04 -2.67 0.22
H 2.87 -0.68 -1.99 0.22
H 1.37 -1.59 -2.02 0.21
H -3.20 2.35 -0.39 0.25
H -3.41 1.46 1.14 0.25
H -1.81 1.55 0.38 0.37
H -3.68 -1.13 1.34 0.25
H -2.88 -2.27 0.23 0.25
H -1.92 -1.04 1.09 0.32
```

Values from the calculation:
relative energy (zero: lowest compared OMol25 entry of this formula, charge and spin): 223.1 kJ/mol
multiplicity: 1
orbital gap (alpha / beta): 5.7 / 5.5 eV
E_LUMO (alpha / beta): -2.8 / -2.9 eV
HOMO level (alpha / beta): -0.3108 / -0.3068 Eh
molecular weight: 150.234 g mol⁻¹
total energy: -905.534457 hartree

---

The following is a quantum chemistry calculation of a cluster of 2 separate species, C5H16BO3P in total, from the OMol25 dataset.

Geometry as XYZ:
```
26
Properties=species:S:1:pos:R:3:nbo_charge:R:1
C -0.45 0.49 -1.55 -0.64
C -0.43 -0.54 -0.42 -0.50
C 0.60 -1.64 -0.53 -0.07
O 1.93 -1.13 -0.96 -0.79
P 2.41 0.16 -0.21 1.09
B 2.03 0.21 1.76 0.79
C 1.25 1.42 2.31 -1.05
O 2.58 -0.77 2.50 -0.88
H -1.36 0.33 -2.13 0.28
H 0.42 0.48 -2.22 0.16
H -0.60 1.48 -1.13 0.24
H -0.37 -0.05 0.56 0.21
H -1.43 -0.98 -0.41 0.33
H 0.35 -2.41 -1.25 0.22
H 0.76 -2.13 0.44 0.17
H 1.94 1.32 -0.82 0.02
H 3.79 0.18 -0.42 0.01
H 0.87 1.22 3.31 0.27
H 1.95 2.27 2.41 0.27
H 0.46 1.77 1.65 0.28
H 2.41 -1.70 2.29 0.53
C -3.82 0.01 -1.02 -0.20
O -2.83 0.62 -0.32 -0.99
H -3.49 -0.45 -2.00 0.06
H -4.32 -0.84 -0.49 0.09
H -4.66 0.68 -1.32 0.11
```

Values from the calculation:
relative energy (zero: lowest compared OMol25 entry of this formula, charge and spin): 76.5 kJ/mol
multiplicity: 1
orbital gap: 3.6 eV
E_LUMO: -1.6 eV
HOMO level: -0.1932 Eh
molecular weight: 165.966 g mol⁻¹
total energy: -791.887982 hartree

---

The following is a quantum chemistry calculation of a structure of composition C5H16LiNbOS at a distorted geometry, from the OMol25 dataset.

Geometry as XYZ:
```
25
Properties=species:S:1:pos:R:3:nbo_charge:R:1
C 2.78 -0.83 0.65 -0.64
C 2.80 0.55 0.00 -0.52
S 1.59 1.73 0.67 0.34
C 0.40 1.87 -0.62 -0.97
Nb -1.17 0.90 0.60 1.22
O -1.65 1.99 1.97 -0.86
C -1.27 -0.82 -0.95 -0.82
C -1.38 -2.23 -0.35 -0.61
H 2.80 -1.62 -0.10 0.21
H 1.87 -0.97 1.24 0.24
H 3.63 -0.99 1.31 0.21
H 2.61 0.49 -1.07 0.22
H 3.77 1.04 0.12 0.23
H 0.66 1.28 -1.51 0.24
H 0.24 2.87 -1.00 0.24
H -0.29 -0.23 1.68 -0.27
H -2.68 -0.11 0.90 -0.25
H -2.45 1.80 -0.62 -0.52
H -2.49 1.85 2.42 0.51
H -2.13 -0.76 -1.64 0.08
H -0.36 -0.77 -1.56 0.19
H -2.31 -2.35 0.21 0.21
H -0.59 -2.41 0.37 0.21
H -1.33 -3.02 -1.11 0.18
Li -3.03 0.74 -1.61 0.93
```

Values from the calculation:
relative energy (zero: lowest compared OMol25 entry of this formula, charge and spin): 0.0 kJ/mol
multiplicity: 1
orbital gap: 7.4 eV
E_LUMO: -0.5 eV
HOMO level: -0.2925 Eh
molecular weight: 224.096 g mol⁻¹
total energy: -737.888015 hartree

---

The following is a quantum chemistry calculation of a structure of composition C5H16N2 at a distorted geometry, from the OMol25 dataset.

Geometry as XYZ:
```
23
Properties=species:S:1:pos:R:3:nbo_charge:R:1
C 1.92 0.58 0.10 0.50
C 1.03 -0.11 0.94 -0.77
N 2.62 1.69 0.52 -0.80
N 2.26 0.05 -1.12 -0.80
H 0.23 1.88 -0.97 -0.08
H 1.71 -0.74 -1.44 0.42
H 2.84 0.58 -1.75 0.39
H 3.13 2.25 -0.15 0.39
H 2.38 2.06 1.42 0.41
H 1.05 0.21 1.98 0.22
H -0.28 0.02 0.38 0.30
H 1.27 -1.17 1.00 0.24
C -1.68 -0.18 -0.20 -0.53
C -2.35 -0.49 1.14 -0.62
C -1.46 -1.46 -0.99 -0.62
H -2.42 0.41 -0.76 0.18
H -0.56 1.61 -1.03 0.06
H -3.29 -1.05 1.07 0.18
H -0.72 -2.10 -0.50 0.18
H -1.69 -1.11 1.76 0.18
H -2.55 0.42 1.71 0.20
H -1.10 -1.26 -2.00 0.19
H -2.35 -2.09 -1.10 0.19
```

Values from the calculation:
relative energy (zero: lowest compared OMol25 entry of this formula, charge and spin): 405.3 kJ/mol
multiplicity: 1
orbital gap: 6.9 eV
E_LUMO: 0.6 eV
HOMO level: -0.2301 Eh
molecular weight: 104.197 g mol⁻¹
total energy: -309.454906 hartree

---

The following is a quantum chemistry calculation of a structure of composition C5H16N2O, from the OMol25 dataset.

Geometry as XYZ:
```
24
Properties=species:S:1:pos:R:3:mulliken_spin:R:1
C -0.05 -0.99 2.18 0.01
N 0.78 -1.10 0.98 0.02
C 0.82 -2.08 -1.25 -0.01
C -0.03 -1.34 -0.22 0.01
C -0.68 -0.10 -0.88 0.05
N -0.98 1.08 -0.09 0.01
C -1.02 2.20 -1.00 0.02
H -0.39 -2.00 2.45 0.00
H -0.94 -0.36 2.03 0.00
H 0.54 -0.55 2.97 0.00
H 1.28 -0.23 0.84 -0.01
H 1.23 -3.02 -0.87 0.00
H 0.24 -2.34 -2.14 0.00
H 1.64 -1.41 -1.52 0.00
H -0.81 -2.01 0.16 0.01
H 1.76 0.73 -0.99 0.90
H -0.06 0.20 -1.76 0.00
H -1.61 -0.48 -1.36 0.00
H -1.80 2.08 -1.76 0.00
H -1.27 3.11 -0.43 0.00
H -0.05 2.36 -1.51 0.00
H -0.06 1.55 0.80 -0.02
H 0.77 2.81 1.73 0.00
O 0.71 1.87 1.63 0.02
```

Values from the calculation:
relative energy (zero: lowest compared OMol25 entry of this formula, charge and spin): 208.0 kJ/mol
multiplicity: 2
orbital gap (alpha / beta): 6.9 / 5.7 eV
E_LUMO (alpha / beta): 4.2 / 3.0 eV
HOMO level (alpha / beta): -0.1003 / -0.0992 Eh
molecular weight: 120.196 g mol⁻¹
total energy: -384.716321 hartree
total charge: -1

---

The following is a quantum chemistry calculation of a cluster of 2 separate species, C5H16N2O in total at a distorted geometry, from the OMol25 dataset.

Geometry as XYZ:
```
24
Properties=species:S:1:pos:R:3:nbo_charge:R:1
C -2.33 -1.60 -0.31 -0.42
N -1.55 -0.81 0.66 -0.64
C 2.06 -1.02 -0.17 -0.63
C 0.64 -1.30 -0.64 -0.45
C -0.25 -0.28 0.12 -0.02
C -0.85 0.82 -0.77 -0.24
N 0.14 1.88 -1.27 -0.86
H -3.43 -1.32 -0.13 0.20
H -2.02 -1.36 -1.25 0.18
H -2.25 -2.65 -0.11 0.19
H -1.19 -1.36 1.46 0.35
H 2.50 -0.14 -0.62 0.21
H 2.41 -0.68 0.82 0.21
H 2.53 -2.00 -0.27 0.21
H 0.52 -2.37 -0.42 0.21
H 0.43 -1.06 -1.70 0.22
H 0.31 0.24 1.03 0.15
H -1.58 1.33 -0.04 0.23
H -1.34 0.30 -1.64 0.18
H 0.98 1.56 -1.66 0.35
H 0.37 2.52 -0.55 0.36
H 2.51 1.98 1.93 0.47
H 1.14 1.24 1.84 0.46
O 1.55 2.07 2.02 -0.94
```

Values from the calculation:
relative energy (zero: lowest compared OMol25 entry of this formula, charge and spin): 266.6 kJ/mol
multiplicity: 1
orbital gap: 9.4 eV
E_LUMO: 0.8 eV
HOMO level: -0.3179 Eh
molecular weight: 120.196 g mol⁻¹
total energy: -384.756545 hartree
SMILES: CC[C@@H](CN)NC.O

---

What is the formula in the third record? C5H15OPSi

---

total energy of number 7 (C5H16N2O)? -384.716321 hartree

---

What is the formula in the fifth record? C5H16LiNbOS

---

Which formula does entry 8 have? C5H16N2O